1.
{
  "formula": "C16H34F9N4O4S2",
  "method": "ωB97M-V/def2-TZVPD",
  "elements": ["F", "C", "F", "C", "C", "S", "C", "F", "F", "S", "F", "F", "F", "F", "F", "H", "H", "H", "H", "H", "H", "C", "C", "O", "N", "C", "H", "H", "H", "H", "H", "H", "H", "C", "C", "O", "N", "C", "H", "H", "H", "H", "H", "H", "H", "C", "C", "O", "N", "C", "H", "H", "H", "H", "H", "H", "H", "C", "C", "O", "N", "C", "H", "H", "H", "H", "H", "H", "H"],
  "positions_angstrom": [[2.55, -0.17, -3.55], [2.07, 0.03, -4.77], [1.37, -1.13, -5.10], [1.04, 1.16, -4.74], [0.23, 1.35, -6.02], [-1.16, 0.16, -6.20], [3.26, 0.04, -5.79], [4.00, -1.00, -5.52], [2.74, -0.13, -7.01], [4.37, 1.58, -5.85], [5.59, 0.80, -5.24], [3.92, 1.99, -4.37], [3.11, 2.39, -6.45], [4.82, 1.19, -7.31], [5.22, 2.89, -5.93], [0.37, 0.91, -3.90], [1.50, 2.11, -4.48], [-0.28, 2.32, -5.99], [0.81, 1.31, -6.94], [-0.83, -0.76, -5.27], [-0.76, -0.56, -7.26], [1.07, 1.07, 1.52], [1.15, 0.58, 0.10], [0.26, -0.11, -0.41], [2.23, 0.92, -0.64], [3.37, 1.74, -0.25], [0.14, 0.71, 1.96], [1.91, 0.70, 2.11], [1.07, 2.16, 1.56], [2.21, 0.54, -1.57], [3.45, 2.62, -0.89], [4.29, 1.17, -0.33], [3.26, 2.07, 0.78], [-0.07, -5.37, 1.30], [-0.11, -3.88, 1.55], [-0.47, -3.42, 2.62], [0.28, -3.06, 0.55], [0.76, -3.42, -0.77], [-0.40, -5.88, 2.20], [-0.72, -5.64, 0.48], [0.95, -5.70, 1.07], [0.20, -2.07, 0.76], [1.77, -3.02, -0.93], [0.11, -3.00, -1.54], [0.79, -4.50, -0.88], [-1.78, 4.59, 2.61], [-1.31, 3.40, 3.41], [-0.12, 3.14, 3.52], [-2.27, 2.63, 3.99], [-3.71, 2.82, 3.94], [-0.91, 5.10, 2.22], [-2.42, 4.29, 1.78], [-2.34, 5.29, 3.24], [-1.91, 1.85, 4.52], [-4.10, 2.96, 4.94], [-4.19, 1.94, 3.50], [-3.95, 3.69, 3.34], [-4.86, -1.37, 6.05], [-3.42, -0.95, 5.98], [-3.04, 0.14, 6.39], [-2.54, -1.81, 5.42], [-2.78, -3.12, 4.83], [-5.43, -0.57, 6.51], [-5.26, -1.56, 5.05], [-4.97, -2.28, 6.64], [-1.59, -1.48, 5.41], [-2.21, -3.88, 5.35], [-2.46, -3.11, 3.79], [-3.84, -3.38, 4.88]],
  "total_energy_ha": -2844.9157,
  "charge": 1,
  "e_homo_ev": -10.458,
  "multiplicity": 1
}

2.
{
  "formula": "C5H8O",
  "method": "ωB97M-V/def2-TZVPD",
  "elements": ["C", "C", "C", "C", "C", "O", "H", "H", "H", "H", "H", "H", "H", "H"],
  "positions_angstrom": [[1.32, 1.32, 0.35], [1.33, 0.00, 0.53], [0.65, -0.96, -0.40], [-0.76, -0.90, 0.18], [-1.67, 0.17, -0.39], [-1.11, -1.62, 1.09], [1.63, 2.01, 1.14], [0.97, 1.76, -0.58], [1.65, -0.42, 1.48], [0.68, -0.62, -1.44], [1.04, -1.98, -0.33], [-2.25, 0.63, 0.41], [-1.13, 0.94, -0.95], [-2.36, -0.33, -1.09]],
  "total_energy_ha": -270.5226,
  "e_homo_ev": -9.390,
  "e_above_lowest_kj_mol": 92.61,
  "multiplicity": 1
}

3.
{
  "formula": "C6H10O",
  "method": "ωB97M-V/def2-TZVPD",
  "elements": ["C", "C", "C", "C", "C", "C", "O", "H", "H", "H", "H", "H", "H", "H", "H", "H", "H"],
  "positions_angstrom": [[0.52, 2.19, -0.12], [0.41, 1.00, -0.74], [0.37, 0.94, -2.27], [0.34, -0.25, 0.08], [-0.35, -0.30, 1.23], [-0.69, -1.68, 1.74], [-0.49, -2.81, 0.92], [0.79, 3.14, -0.56], [0.60, 2.10, 0.95], [0.82, 0.06, -2.74], [0.96, 1.83, -2.63], [-0.62, 1.22, -2.62], [0.81, -1.12, -0.35], [-0.54, 0.55, 1.88], [-1.71, -1.75, 2.10], [0.07, -1.88, 2.53], [-1.30, -3.23, 0.61]],
  "total_energy_ha": -309.7712,
  "e_homo_ev": -8.259,
  "e_above_lowest_kj_mol": 186.80,
  "multiplicity": 1
}

So what do the calculations give for LUMO? Going down the list: -4.1178; 1.0224; 0.9114 eV.